[1]
16
Properties=species:S:1:pos:R:3:forces:R:3 method="wB97M-V/def2-TZVPD" e_lumo_ev=0.14 relative_energy_kj_mol=736.5 energy_ev=-9767.9060 max_force_ev_per_a=4.24
C -1.744 0.625 0.328 3.1 0.1 -0.4
C -0.739 -1.566 0.545 0.0 0.5 -0.1
N -1.059 -0.398 -0.261 -1.1 -2.1 -1.3
C -0.269 1.481 0.456 -2.1 3.2 1.7
N 2.047 -0.378 -0.517 -0.2 0.0 -0.2
O 1.073 0.338 -1.301 -0.4 -1.1 -0.4
N 0.535 2.372 0.354 -0.5 -2.2 -0.3
H 0.054 -0.199 -1.079 0.9 1.3 0.3
H 2.737 0.319 -0.236 0.0 -0.2 -0.2
H 2.517 -1.001 -1.176 0.1 0.2 0.1
H 1.343 2.317 -0.261 0.0 0.1 -0.1
H -2.340 1.250 -0.335 0.1 0.3 0.0
H -2.216 0.461 1.299 0.2 0.2 0.1
H -1.428 -1.678 1.388 0.0 -0.1 0.1
H 0.298 -1.499 0.891 -0.1 -0.2 0.3
H -0.810 -2.446 -0.095 0.0 -0.1 0.1

---

[2]
9
Properties=species:S:1:pos:R:3:forces:R:3 method="wB97M-V/def2-TZVPD" e_lumo_ev="0.20 / -3.14" relative_energy_kj_mol=0.0 spin_multiplicity=3 energy_ev=-26981.8955 max_force_ev_per_a=4.12
C 0.956 -1.313 0.825 -2.0 -2.2 -1.7
C -0.116 0.589 -0.219 -0.7 0.7 -3.6
N -0.072 -0.804 0.136 1.6 2.6 0.8
S 2.079 -0.311 1.334 2.3 0.6 1.5
Cl -1.419 -2.046 -0.305 -3.0 -2.6 -1.0
H 0.838 -2.465 0.780 0.7 1.8 0.7
H 0.811 0.693 -0.852 -0.5 0.8 1.2
H -0.904 0.881 -1.059 0.9 -1.4 2.0
H -0.289 1.304 0.585 0.6 -0.2 0.1

---

[3]
67
Properties=species:S:1:pos:R:3:forces:R:3 method="wB97M-V/def2-TZVPD" e_lumo_ev=-9.82 relative_energy_kj_mol=244.7 total_charge=+3 energy_ev=-204450.4776 max_force_ev_per_a=0.81
Ti 0.290 0.065 0.071 -0.8 -0.1 0.0
O 2.087 3.526 1.300 0.0 0.1 0.0
C 1.194 4.331 0.651 -0.1 0.0 0.1
C 1.393 5.695 0.500 0.0 -0.1 0.0
C 0.473 6.452 -0.204 0.0 0.0 0.0
C -0.647 5.865 -0.785 0.0 0.0 0.0
C -0.842 4.507 -0.648 0.1 0.0 -0.1
C 0.065 3.735 0.090 -0.1 0.0 -0.2
C -0.245 2.321 0.259 0.1 -0.1 0.0
O -0.423 1.549 -0.823 -0.1 0.0 0.0
N -0.253 1.751 1.451 0.2 -0.2 0.3
N -0.775 0.388 1.531 0.1 0.5 -0.5
C -2.054 0.087 1.737 0.0 -0.2 0.0
S -4.155 -1.676 0.322 -0.1 0.0 0.0
C -5.066 -0.157 0.826 0.0 0.0 -0.1
C -4.628 0.449 2.144 0.1 -0.1 0.0
S -3.070 1.376 2.062 -0.1 0.0 0.1
H 2.764 4.079 1.713 0.0 0.0 0.0
H 2.271 6.163 0.929 0.0 0.0 0.0
H 0.638 7.516 -0.307 0.0 0.0 0.0
H -1.353 6.468 -1.336 0.0 0.0 0.0
H -1.708 4.036 -1.095 0.0 0.0 0.0
H -6.087 -0.531 0.929 0.0 0.0 0.0
H -5.046 0.555 0.001 0.0 0.0 0.0
H -4.536 -0.303 2.926 0.0 0.0 0.0
H -5.399 1.155 2.457 0.1 0.1 0.0
C 3.644 1.489 -1.022 0.1 0.0 0.2
As 2.906 0.272 0.300 0.0 0.0 0.1
C 3.577 0.746 2.051 0.0 0.0 0.0
C 3.666 -1.450 -0.113 0.1 0.0 -0.1
C 5.026 -1.543 -0.389 0.0 0.0 0.0
C 5.587 -2.772 -0.710 0.0 0.0 0.0
C 4.795 -3.908 -0.762 -0.1 0.0 0.0
C 3.437 -3.827 -0.475 0.0 0.0 0.0
C 2.872 -2.600 -0.145 0.0 -0.1 0.0
As 1.022 -2.457 0.385 0.2 0.0 0.1
C 0.125 -4.096 -0.112 0.1 0.0 0.0
C 1.068 -2.540 2.329 0.0 -0.1 0.0
H 4.543 1.942 -0.606 0.0 0.0 0.0
H 2.929 2.273 -1.262 0.0 0.0 0.0
H 3.895 0.912 -1.910 0.0 0.0 0.0
H 4.622 1.038 1.951 0.0 0.0 0.0
H 3.514 -0.130 2.694 0.0 0.0 0.0
H 2.989 1.565 2.458 0.0 0.0 0.0
H 5.663 -0.667 -0.369 0.0 0.0 0.0
H 6.645 -2.838 -0.927 0.0 0.0 0.0
H 5.232 -4.863 -1.021 0.0 0.0 0.0
H 2.841 -4.730 -0.512 0.0 0.0 0.0
H 0.594 -4.916 0.432 0.0 0.0 0.0
H 0.203 -4.273 -1.183 0.0 0.0 0.0
H -0.920 -4.039 0.190 0.0 0.0 0.0
H 1.736 -3.353 2.612 0.0 0.0 0.0
H 0.062 -2.723 2.703 0.0 0.0 0.0
H 1.436 -1.605 2.749 0.0 0.0 0.0
C -5.404 -2.368 -0.797 0.0 0.0 0.0
Sb -2.311 -1.029 -1.276 0.2 0.0 0.1
C -2.525 -2.744 -2.505 0.0 0.0 -0.1
C -3.330 0.438 -2.402 -0.1 0.1 -0.1
H -5.675 -1.670 -1.585 0.0 0.0 0.0
H -6.275 -2.602 -0.187 0.0 0.0 0.0
H -5.009 -3.293 -1.210 0.0 0.0 0.0
H -3.445 -2.701 -3.085 0.0 0.0 0.0
H -2.490 -3.662 -1.921 0.0 0.0 0.0
H -1.681 -2.741 -3.196 0.0 0.0 0.0
H -4.346 0.124 -2.637 0.0 0.0 0.0
H -2.775 0.536 -3.337 0.0 0.0 0.0
H -3.331 1.400 -1.896 0.0 0.0 0.1

---

[4]
67
Properties=species:S:1:pos:R:3:forces:R:3 method="wB97M-V/def2-TZVPD" e_lumo_ev=-3.24 total_charge=+1 energy_ev=-105277.3478 max_force_ev_per_a=0.33
C 4.723 -2.113 6.404 0.1 0.0 0.0
C 4.320 -1.415 5.115 -0.1 0.1 -0.1
Br 4.781 0.487 5.125 0.0 0.0 0.0
C 2.822 -1.532 4.894 0.0 0.0 -0.1
S 2.196 -1.054 3.246 -0.2 0.2 0.1
C 3.572 -1.104 2.078 0.0 -0.1 -0.1
C 3.871 -2.550 1.690 0.0 0.0 0.0
C 5.243 -2.653 1.008 -0.1 -0.1 -0.1
O 5.448 -1.587 0.100 -0.2 -0.1 0.0
H 4.872 -3.176 6.211 -0.1 0.0 0.0
H 5.654 -1.704 6.789 0.0 0.0 0.0
H 3.962 -2.003 7.177 0.0 0.1 0.0
H 4.872 -1.819 4.270 0.1 0.0 0.1
H 2.294 -0.863 5.574 -0.1 -0.1 0.0
H 2.457 -2.546 5.060 0.1 0.0 -0.1
H 2.144 0.275 3.460 0.1 0.0 -0.1
H 4.412 -0.557 2.505 0.0 -0.1 0.1
H 3.200 -0.541 1.220 0.0 0.0 0.0
H 3.852 -3.209 2.564 0.1 0.0 0.0
H 3.092 -2.900 1.012 0.0 0.0 0.0
H 5.262 -3.575 0.428 0.1 0.0 0.1
H 6.045 -2.719 1.749 0.0 0.1 0.0
H 6.024 -0.922 0.479 0.2 0.1 0.0
C 1.080 3.486 -3.593 0.0 0.0 0.0
C 1.846 2.275 -3.086 0.0 0.0 0.0
N 1.586 1.988 -1.682 0.0 0.0 0.0
C 2.515 1.044 -1.101 0.0 0.0 0.1
C 2.493 -0.409 -1.592 0.0 -0.1 0.1
C 0.187 1.815 -1.317 0.0 0.0 0.0
C -0.620 0.749 -2.066 0.0 0.0 0.0
H 1.268 4.353 -2.958 0.0 0.0 0.0
H 1.398 3.725 -4.607 0.0 0.0 0.0
H 0.005 3.309 -3.623 0.0 0.0 0.0
H 2.919 2.469 -3.172 0.0 0.0 0.0
H 1.636 1.417 -3.743 0.0 0.0 0.0
H 2.339 1.056 -0.016 0.0 0.0 0.0
H 3.523 1.445 -1.251 0.0 0.0 0.0
H 1.612 -0.947 -1.238 0.0 0.0 0.0
H 3.383 -0.933 -1.233 0.0 0.0 0.0
H 2.500 -0.472 -2.680 0.0 0.0 0.0
H -0.314 2.777 -1.444 0.0 0.0 0.0
H 0.162 1.609 -0.242 0.0 0.0 0.0
H -0.469 0.818 -3.144 0.0 0.0 0.0
H -1.684 0.901 -1.878 0.0 0.0 0.0
H -0.372 -0.266 -1.757 0.0 0.0 0.0
C -3.873 -0.853 -0.031 0.1 0.0 0.0
C -5.284 -0.723 -0.581 0.0 0.0 0.0
N -5.713 0.660 -0.687 0.0 0.0 0.0
C -7.143 0.812 -0.914 0.0 0.0 0.0
C -7.717 0.295 -2.236 0.0 0.0 0.0
C -4.847 1.536 -1.464 0.0 0.0 0.0
C -4.520 1.121 -2.903 0.0 0.0 0.0
H -3.779 -0.315 0.914 0.0 0.0 0.0
H -3.628 -1.903 0.138 0.0 0.0 0.0
H -3.129 -0.457 -0.724 0.0 0.0 0.0
H -5.982 -1.218 0.099 0.0 0.0 0.0
H -5.344 -1.272 -1.534 0.0 0.0 0.0
H -7.379 1.874 -0.809 0.0 0.0 0.0
H -7.650 0.302 -0.089 0.0 0.0 0.0
H -7.441 0.926 -3.079 0.0 0.0 0.0
H -8.807 0.278 -2.181 0.0 0.0 0.0
H -7.384 -0.722 -2.450 0.0 0.0 0.0
H -3.907 1.653 -0.917 0.0 0.0 0.0
H -5.315 2.523 -1.464 0.0 0.0 0.0
H -4.220 0.073 -2.958 0.0 0.0 0.0
H -3.689 1.720 -3.282 0.0 0.0 0.0
H -5.361 1.261 -3.579 0.0 0.0 0.0

---

[5]
2
Properties=species:S:1:pos:R:3:forces:R:3 method="wB97M-V/def2-TZVPD" e_lumo_ev=-20.87 relative_energy_kj_mol=187.1 total_charge=+3 energy_ev=-71302.7369 max_force_ev_per_a=5.36
Hf 0.115 0.609 -1.246 -0.4 -2.3 4.8
Br -0.115 -0.609 1.246 0.4 2.3 -4.8